Record 1
102
Properties=species:S:1:pos:R:3:forces:R:3 method="wB97M-V/def2-TZVPD" gap_ev=5.267 total_charge=-1 homo_energy_ev=-4.9 e_tot_ha=-3617.74020 lumo_ev=0.35
C 1.381586 3.488981 4.818968 -0.590 -5.561 -2.521
C 1.162326 2.300652 4.268441 2.736 5.102 1.578
C 1.354460 0.979457 3.356857 -0.012 0.060 2.948
Nb 0.737204 1.232153 1.179068 -1.176 2.976 0.030
C 2.082496 3.016796 0.805782 1.238 0.685 -0.994
C 3.473238 3.054924 1.615864 0.516 1.051 -0.392
C 4.701999 2.283440 0.907420 0.415 -0.046 0.605
C 6.017604 2.583371 1.852138 -0.800 1.255 0.221
S 6.624099 0.954251 2.539841 -2.675 -5.882 -3.016
O 5.489105 0.099095 3.106989 3.134 3.662 -0.707
O 7.240738 0.186915 1.389764 -0.556 2.839 2.897
Cl 8.048123 1.153798 4.045504 -0.518 0.457 -0.558
C 2.293308 -0.290449 0.417939 -0.006 -0.708 -0.654
O 1.592531 -1.503908 -0.084117 2.939 -0.360 -0.596
C 2.550016 -2.464315 -0.605183 -1.479 -0.691 -0.923
O 2.520471 -3.708992 0.195628 1.762 2.137 -0.019
C 3.319381 -3.558156 1.410671 -0.528 -1.051 1.183
C 2.304014 -3.711690 2.673967 0.364 0.394 0.253
O 1.491580 -2.495461 2.789654 1.141 -0.790 1.460
N -0.966207 2.486624 1.673185 0.792 -2.513 0.398
C -2.118410 1.633033 2.101819 -1.432 -0.103 0.240
C -3.427677 2.474177 2.566497 0.231 -0.065 0.537
H 1.710727 4.468448 5.340723 -1.105 -2.408 -1.193
H 0.729930 0.131134 3.846921 0.940 1.398 -0.795
H 2.459171 0.599209 3.403088 -1.746 0.954 0.222
H 0.164116 1.347163 -0.570359 0.069 -0.611 -0.028
H -0.386827 -0.196285 1.409661 0.088 -0.216 -0.294
H 1.468851 3.994395 0.944482 1.088 -1.543 -0.029
H 2.361508 3.001155 -0.331054 -0.481 0.106 1.778
H 3.793983 4.180287 1.660659 -0.281 -1.844 0.062
H 3.426066 2.707130 2.709330 -0.187 0.353 -1.599
H 4.605142 1.140568 0.876368 -0.311 1.742 -0.126
H 4.906820 2.675703 -0.171390 -0.315 -0.695 2.008
H 6.828518 3.118936 1.243445 -0.831 -1.152 1.231
H 5.681350 3.229527 2.758117 0.747 -1.166 -1.496
H 2.882347 0.106036 -0.511017 -0.618 -0.385 1.799
H 2.977472 -0.627260 1.280351 -0.570 0.637 -1.262
H 3.614403 -2.050048 -0.732075 -1.480 -0.474 0.612
H 2.176584 -2.790158 -1.662069 0.559 0.413 1.890
H 3.913069 -2.576211 1.440733 -1.072 -1.372 0.039
H 4.082822 -4.440069 1.477475 -1.339 1.450 -0.196
H 2.860230 -3.857767 3.688106 -0.618 0.061 -1.893
H 1.569030 -4.582094 2.515590 1.462 0.978 -0.012
H 1.118224 -2.499135 3.701880 0.441 0.106 -1.047
H -0.692023 3.181800 2.388386 -0.381 -0.424 -0.348
H -2.463299 0.943347 1.228297 0.849 1.329 1.397
H -1.813280 0.896547 2.956674 -0.707 1.302 -1.289
H -3.731411 3.293173 1.794611 0.550 -1.592 1.276
H -4.295675 1.725998 2.752726 1.295 1.316 -0.447
H -3.232463 2.997242 3.589354 -0.251 -0.787 -1.774
O -0.427891 3.615166 -2.886080 4.666 0.312 0.061
P 0.119431 3.431811 -4.308926 -8.466 -0.669 -2.441
O -0.614501 4.776406 -4.945296 0.833 0.601 0.145
C 0.051112 6.014025 -4.713789 0.016 0.275 -0.002
C 1.405600 6.080307 -5.402610 0.032 0.009 -0.125
O -1.002541 2.253217 -4.656307 1.284 -0.291 -0.277
C -1.739931 1.591629 -3.627298 -0.196 -0.099 0.634
C -3.005474 2.358529 -3.272264 -0.259 0.036 -0.310
O 0.812481 3.193528 -5.864507 1.754 0.226 2.323
C 0.206024 2.364679 -6.856911 -0.253 -0.960 -0.134
C -1.138414 2.857484 -7.377213 -0.125 0.519 -0.037
H 0.163605 6.170752 -3.636268 -0.039 0.018 0.007
H -0.594193 6.807459 -5.099339 -0.078 -0.170 0.017
H 2.093151 5.333998 -4.993577 0.031 0.037 0.003
H 1.863579 7.064242 -5.268887 -0.077 -0.051 0.049
H 1.307773 5.877442 -6.472550 0.000 0.030 0.133
H -1.110372 1.415920 -2.749519 -0.133 0.197 -0.107
H -2.016113 0.602611 -4.004061 0.117 0.114 -0.262
H -2.828690 3.425108 -3.124538 0.218 -0.113 0.147
H -3.463476 1.953344 -2.366147 0.085 0.003 -0.073
H -3.730268 2.280101 -4.093310 0.063 -0.050 0.135
H 0.143163 1.339608 -6.482966 -0.164 0.163 -0.025
H 0.900669 2.331874 -7.700250 0.252 0.246 0.197
H -1.855459 3.102706 -6.593677 0.217 -0.193 0.021
H -1.595243 2.090459 -8.011394 0.197 0.031 0.009
H -1.012771 3.771303 -7.969850 0.059 -0.178 -0.017
O -2.314067 -6.574034 2.157060 2.772 -0.531 -3.642
P -2.681330 -5.476355 1.144436 -5.742 3.375 5.784
O -2.404643 -4.203800 2.164866 0.536 -0.497 -0.395
C -1.041150 -3.799915 2.297633 0.486 0.466 -0.233
C -0.471177 -3.250824 1.000765 -0.428 -0.159 -0.064
O -4.314107 -5.729803 1.366463 0.160 -0.381 -1.118
C -4.813678 -6.908640 1.991861 0.103 -0.206 0.239
C -4.875226 -6.749922 3.504294 -0.233 0.257 0.159
O -3.054949 -4.308296 -0.059602 1.948 -2.204 -0.529
C -4.386657 -3.855032 -0.304905 -0.873 -0.338 -0.310
C -5.027629 -3.082377 0.841163 0.297 0.334 0.343
H -0.443742 -4.647853 2.647919 -0.123 -0.063 0.108
H -1.005014 -3.026932 3.068932 -0.264 -0.073 -0.080
H -0.441371 -4.024629 0.224555 -0.029 -0.188 -0.052
H 0.539875 -2.885601 1.143983 -0.699 -0.105 -0.223
H -1.090607 -2.434826 0.619554 0.126 -0.063 0.110
H -4.225893 -7.783480 1.697538 0.026 0.212 0.166
H -5.824352 -7.081032 1.610130 0.020 0.255 -0.113
H -3.957854 -6.336334 3.925511 0.090 -0.170 -0.214
H -5.078219 -7.709525 3.987797 -0.021 0.055 -0.054
H -5.676784 -6.049519 3.771880 0.071 -0.167 -0.047
H -5.005027 -4.700600 -0.617963 -0.015 0.107 0.177
H -4.333048 -3.189160 -1.169856 0.419 -0.059 -0.003
H -4.966926 -3.586132 1.805948 0.008 -0.109 -0.246
H -6.087923 -2.911175 0.626728 0.132 -0.003 -0.152
H -4.537149 -2.111374 0.975103 -0.089 -0.112 -0.139

Record 2
23
Properties=species:S:1:pos:R:3:forces:R:3 method="wB97M-V/def2-TZVPD" gap_ev=8.860 smiles="O=[N+]([O-])P(Cl)[C@H](CO)c1ccccc1" homo_energy_ev=-9.0 e_tot_ha=-1392.13976 lumo_ev=-0.17
C 2.426728 -1.707468 -1.012825 2.239 -2.836 0.368
C 1.757860 -2.149280 0.118709 -1.215 0.664 -0.035
C 2.071323 -0.559307 -1.695174 1.204 0.054 0.896
C 0.705433 -1.348277 0.594513 -1.427 -0.552 1.746
C 1.155196 0.287369 -1.143392 -2.167 -0.716 -0.639
C 0.374955 -0.149534 -0.022772 2.524 1.005 -0.382
C -0.225810 2.340934 0.629909 0.031 1.912 0.687
C -0.585889 0.802738 0.533495 -3.219 0.358 0.887
N -2.813245 -0.881300 0.674448 1.144 0.195 -0.439
O -2.779553 -0.689453 1.881744 -0.505 -0.426 -0.224
O -3.150254 -1.861012 0.068234 -0.745 -0.981 0.836
O -1.356469 3.236586 0.897890 0.270 -1.069 -0.242
P -2.284287 0.491988 -0.400211 0.195 2.050 0.164
Cl -1.897565 -0.529149 -2.094448 0.272 0.010 -0.019
H 3.325148 -2.407833 -1.257968 -1.658 1.645 -0.266
H 1.970102 -3.108066 0.596186 0.150 0.437 -0.156
H 2.651317 -0.196127 -2.513715 0.195 -0.163 -0.686
H 0.041455 -1.636911 1.519037 1.574 0.359 -1.787
H 0.821016 1.065713 -1.853447 0.161 0.192 1.158
H 0.532379 2.554436 1.467564 -0.826 -0.910 -1.178
H 0.147069 2.933786 -0.258111 0.044 -1.753 0.490
H -1.786567 3.047271 1.735827 0.116 -0.229 0.182
H -1.100339 0.462897 1.534513 1.643 0.753 -1.358